# 1
Density functional theory data (wB97M-V/def2-TZVPD) for C55H40N9O2S5ScSe as an isolated structure at a distorted geometry.

Calculated values
- E_HOMO: -0.4490 Ha
- Charge: +2
- HOMO-LUMO gap: 0.27806 Eh

Last column: Löwdin charge in e.
CARTESIAN COORDINATES (ANGSTROEM)
1 Sc -1.418 -1.243 0.465  0.882
2 Se -6.641 -7.113 -0.174  1.201
3 N -6.779 -5.404 0.192  -0.235
4 C -5.608 -4.823 0.010  -0.325
5 C -5.338 -3.434 0.252  -0.066
6 C -6.314 -2.532 0.690  0.045
7 C -5.951 -1.221 0.913  -0.006
8 C -4.622 -0.846 0.729  -0.097
9 N -3.676 -1.685 0.321  0.034
10 C -4.022 -2.965 0.061  -0.117
11 C -2.981 -3.846 -0.448  -0.142
12 N -1.769 -3.297 -0.675  0.042
13 C -0.811 -4.087 -1.143  -0.135
14 C -0.988 -5.442 -1.417  -0.045
15 C -2.219 -6.017 -1.194  0.021
16 C -3.248 -5.207 -0.702  -0.079
17 C -4.569 -5.703 -0.437  -0.321
18 N -4.950 -6.957 -0.584  -0.237
19 H -7.324 -2.883 0.834  0.129
20 H -6.677 -0.490 1.233  0.118
21 H -4.299 0.172 0.912  0.105
22 H 0.149 -3.610 -1.309  0.101
23 H -0.162 -6.026 -1.787  0.119
24 H -2.409 -7.062 -1.374  0.129
25 N 0.453 -1.287 -0.313  -0.347
26 S 1.803 -0.741 -0.508  0.857
27 N 2.090 0.849 -0.145  -0.346
28 S 1.543 2.041 -0.968  0.906
29 N 0.068 2.109 -1.441  -0.354
30 S -1.276 2.035 -0.480  0.845
31 N -1.756 0.698 -0.092  -0.335
32 C -0.946 3.183 0.876  -0.305
33 C -0.571 2.682 2.110  -0.055
34 C -0.355 3.572 3.151  -0.046
35 C -0.532 4.932 2.950  -0.048
36 C -0.895 5.420 1.704  -0.045
37 C -1.100 4.539 0.656  -0.067
38 C -2.435 2.959 -1.517  -0.314
39 C -3.722 3.117 -1.028  -0.063
40 C -4.648 3.829 -1.772  -0.045
41 C -4.283 4.375 -2.994  -0.046
42 C -2.989 4.227 -3.465  -0.048
43 C -2.056 3.521 -2.723  -0.068
44 C 2.008 3.503 -0.041  -0.316
45 C 2.561 3.406 1.222  -0.056
46 C 2.953 4.568 1.869  -0.043
47 C 2.787 5.799 1.253  -0.042
48 C 2.221 5.879 -0.011  -0.045
49 C 1.829 4.726 -0.667  -0.065
50 C 2.488 2.229 -2.476  -0.317
51 C 3.859 2.367 -2.333  -0.064
52 C 4.637 2.555 -3.461  -0.042
53 C 4.040 2.605 -4.712  -0.043
54 C 2.668 2.454 -4.839  -0.045
55 C 1.881 2.261 -3.716  -0.063
56 C 3.119 -1.479 0.481  -0.290
57 C 4.287 -0.771 0.703  -0.079
58 C 5.272 -1.326 1.503  -0.048
59 C 5.088 -2.585 2.053  -0.045
60 C 3.914 -3.287 1.822  -0.041
61 C 2.911 -2.728 1.041  -0.043
62 C 2.224 -0.858 -2.273  -0.298
63 C 3.509 -0.902 -2.779  -0.052
64 C 3.680 -1.000 -4.153  -0.048
65 C 2.579 -1.049 -4.994  -0.054
66 C 1.296 -0.999 -4.472  -0.054
67 C 1.117 -0.905 -3.104  -0.088
68 H -0.467 1.612 2.238  0.084
69 H -0.065 3.197 4.121  0.118
70 H -0.391 5.615 3.772  0.117
71 H -1.033 6.479 1.554  0.120
72 H -1.395 4.898 -0.318  0.118
73 H -3.977 2.700 -0.064  0.114
74 H -5.649 3.964 -1.395  0.117
75 H -5.010 4.917 -3.578  0.117
76 H -2.705 4.668 -4.407  0.115
77 H -1.037 3.407 -3.054  0.086
78 H 2.677 2.430 1.666  0.114
79 H 3.398 4.511 2.850  0.119
80 H 3.109 6.699 1.753  0.119
81 H 2.096 6.838 -0.487  0.120
82 H 1.396 4.762 -1.655  0.124
83 H 4.291 2.334 -1.345  0.118
84 H 5.704 2.672 -3.366  0.119
85 H 4.644 2.769 -5.591  0.119
86 H 2.208 2.494 -5.812  0.120
87 H 0.813 2.130 -3.779  0.102
88 H 4.394 0.212 0.271  0.095
89 H 6.182 -0.780 1.699  0.116
90 H 5.860 -3.014 2.673  0.117
91 H 3.781 -4.270 2.247  0.117
92 H 1.967 -3.234 0.872  0.103
93 H 4.359 -0.878 -2.114  0.115
94 H 4.674 -1.056 -4.569  0.119
95 H 2.720 -1.141 -6.059  0.117
96 H 0.439 -1.052 -5.124  0.117
97 H 0.136 -0.883 -2.644  0.102
98 O 0.077 -0.557 2.459  -0.335
99 S -0.929 -1.450 3.027  0.639
100 O -2.239 -0.827 2.986  -0.290
101 N -1.033 -2.742 2.048  -0.208
102 C -0.628 -3.857 2.680  -0.825
103 S -0.604 -5.344 1.981  0.784
104 C -0.201 -3.626 4.072  -0.235
105 C 0.332 -4.557 4.954  -0.008
106 C 0.734 -4.129 6.211  -0.032
107 C 0.587 -2.802 6.595  -0.041
108 C 0.033 -1.866 5.726  -0.023
109 C -0.351 -2.301 4.478  -0.198
110 H 0.430 -5.587 4.646  0.104
111 H 1.167 -4.837 6.901  0.118
112 H 0.904 -2.490 7.578  0.117
113 H -0.092 -0.834 6.017  0.124

# 2
Density functional theory data (wB97M-V/def2-TZVPD) for a 2-piece molecular cluster, C2H7OS overall.

Calculated values
- E_HOMO: -0.0900 Ha
- Charge: -1
- HOMO-LUMO gap: 0.24287 Eh
- Energy relative to the best compared isomer or geometry (same formula, charge and spin): 13.3 kJ/mol

Last column: Löwdin charge in e.
CARTESIAN COORDINATES (ANGSTROEM)
1 O -2.538 -0.332 -0.367  -0.155
2 H -1.735 -0.904 -0.436  -0.104
3 C 0.564 0.930 0.375  -0.246
4 C 1.399 -0.273 -0.020  -0.825
5 S 0.421 -1.790 -0.257  0.150
6 H 1.188 1.698 0.848  0.045
7 H 0.154 1.424 -0.514  0.056
8 H -0.283 0.670 0.998  0.038
9 H 2.179 -0.401 0.736  0.021
10 H 1.911 -0.059 -0.967  0.020
11 H -3.260 -0.964 -0.397  -0.001